Record 1
{"formula": "C31H54Cl2O2P2Si2W", "method": "wB97M-V/def2-TZVPD", "e_homo_ev": [-5.727, -6.962], "gap_ev": [5.145, 6.665], "e_tot_ev": -98322.1783, "multiplicity": 3, "elements": ["W", "C", "C", "C", "Si", "C", "C", "Si", "H", "H", "H", "Cl", "C", "C", "C", "C", "H", "H", "H", "H", "H", "H", "H", "H", "H", "H", "H", "H", "C", "C", "P", "H", "H", "P", "H", "H", "C", "C", "C", "C", "C", "H", "C", "H", "H", "H", "H", "H", "H", "H", "C", "C", "H", "H", "H", "H", "H", "H", "H", "C", "C", "H", "H", "H", "H", "H", "H", "C", "C", "H", "H", "H", "H", "H", "H", "H", "C", "H", "H", "H", "Cl", "C", "C", "C", "C", "C", "C", "C", "O", "O", "H", "H", "H", "H"], "positions_angstrom": [[-0.40460, 0.03947, -0.12378], [-1.23743, 0.01842, 1.85573], [-1.70376, 1.18363, 1.16467], [-2.50671, 0.70867, 0.04994], [-1.32267, 2.83435, 1.97067], [-2.47380, -0.70354, 0.03943], [-1.66287, -1.15797, 1.16259], [-1.27039, -2.82409, 1.95611], [-0.70540, 0.02354, 2.79913], [-3.07184, 1.35155, -0.61276], [-2.99790, -1.35824, -0.64017], [-0.32681, 0.02407, -2.50712], [-0.90305, -2.67688, 3.79001], [-2.65628, -4.05526, 1.68006], [-0.99370, 2.67686, 3.81116], [-2.70703, 4.05222, 1.65843], [-3.54440, -3.68666, 2.21841], [-2.38880, -5.03750, 2.09958], [-2.92256, -4.18550, 0.62278], [0.03875, -2.13640, 3.96279], [-0.81157, -3.67899, 4.23106], [-1.72080, -2.14333, 4.29347], [-3.60996, 3.64687, 2.14120], [-2.91471, 4.22016, 0.59416], [-2.46145, 5.01373, 2.13402], [-1.84928, 2.18613, 4.29513], [-0.86933, 3.67695, 4.24727], [-0.08319, 2.09615, 4.01321], [0.37509, -3.21360, 1.13836], [0.32552, 3.24203, 1.16336], [0.39262, -2.44990, -0.51242], [0.56740, -4.29448, 1.09791], [1.18002, -2.72804, 1.72344], [0.36078, 2.50787, -0.49866], [1.12314, 2.74796, 1.74474], [0.51106, 4.32461, 1.14602], [2.01258, 2.94822, -1.20506], [-0.85662, 3.59075, -1.46074], [-0.80452, -3.54950, -1.49159], [2.06717, -2.85102, -1.18511], [3.00243, -1.67829, -0.93270], [1.90388, -2.95952, -2.26994], [2.65995, -4.13209, -0.60340], [2.87715, -3.99897, 0.46317], [3.60392, -4.33582, -1.12216], [2.01810, -5.00863, -0.73280], [2.70419, -0.79684, -1.50822], [4.02071, -1.94862, -1.24357], [3.02190, -1.41702, 0.14187], [-1.78543, -3.30819, -1.05054], [-0.54447, -5.04759, -1.32094], [-0.85690, -3.19998, -2.97624], [-0.53881, -5.38330, -0.27992], [0.39664, -5.35056, -1.79501], [-1.34743, -5.60339, -1.82468], [-1.24497, -2.19536, -3.15415], [-1.52375, -3.90379, -3.49232], [0.12612, -3.27021, -3.45387], [-1.82931, 3.31999, -1.01836], [-0.89960, 3.25032, -2.94791], [-0.61912, 5.09226, -1.27359], [-0.64301, 5.42039, -0.22940], [-1.42502, 5.63051, -1.79131], [0.32976, 5.40972, -1.72602], [-1.25182, 2.23420, -3.14048], [0.07902, 3.36227, -3.42634], [-1.58962, 3.94081, -3.45000], [2.94448, 1.74346, -1.15634], [2.63593, 4.16788, -0.53023], [1.78708, 3.17728, -2.25835], [2.87685, 3.95085, 0.51790], [1.99513, 5.05479, -0.57412], [3.56875, 4.40701, -1.05499], [2.92776, 1.26694, -0.16024], [3.97445, 2.06416, -1.35806], [2.67576, 1.00297, -1.92067], [0.66268, 0.02949, -4.42044], [-0.16969, 0.02610, -5.09610], [1.24248, 0.95886, -4.36636], [1.24653, -0.89762, -4.36220], [3.88876, 1.00837, 8.38672], [3.52182, 0.70413, 6.74590], [3.66218, -0.59849, 6.23159], [3.34110, -0.84655, 4.88881], [2.86392, 0.17881, 4.05184], [2.78604, 1.48410, 4.56649], [3.09993, 1.74544, 5.90086], [2.47383, -0.12262, 2.61952], [2.59952, -1.31774, 2.24836], [2.04937, 0.84957, 1.91588], [4.01371, -1.40704, 6.87260], [3.46375, -1.85290, 4.48264], [2.47875, 2.29993, 3.91390], [3.01884, 2.74964, 6.30608]], "lowdin_spin": [0.991, 0.015, 0.022, 0.009, 0.006, 0.010, 0.026, 0.006, 0.005, 0.004, 0.004, 0.189, 0.001, 0.002, 0.001, 0.002, 0.000, 0.000, 0.000, 0.000, 0.000, 0.000, 0.000, 0.000, 0.000, 0.000, 0.000, 0.000, -0.002, -0.002, 0.020, -0.001, 0.000, 0.024, 0.000, -0.001, 0.010, -0.002, -0.002, 0.009, 0.008, 0.000, 0.002, 0.000, 0.001, 0.000, 0.004, 0.000, 0.001, 0.000, -0.001, 0.000, 0.000, 0.000, 0.000, 0.000, 0.000, 0.000, 0.000, 0.000, -0.001, 0.000, 0.000, 0.000, 0.000, 0.000, 0.000, 0.008, 0.002, 0.000, 0.000, 0.000, 0.001, 0.002, 0.000, 0.001, 0.534, 0.031, 0.026, 0.025, 0.000, 0.000, 0.000, 0.000, 0.000, 0.000, 0.000, 0.001, 0.000, 0.007, 0.000, 0.000, 0.000, 0.000]}

Record 2
{"formula": "C31H54ClNO3P2SSi2Sn", "method": "wB97M-V/def2-TZVPD", "e_homo_ev": -6.834, "gap_ev": 6.900, "e_tot_ev": -104179.5298, "relative_energy_kcal_mol": 0.0, "elements": ["Sn", "C", "C", "C", "Si", "C", "C", "Si", "H", "H", "H", "Cl", "C", "C", "C", "C", "H", "H", "H", "H", "H", "H", "H", "H", "H", "H", "H", "H", "C", "C", "P", "H", "H", "P", "H", "H", "C", "C", "C", "C", "C", "H", "C", "H", "H", "H", "H", "H", "H", "H", "C", "C", "H", "H", "H", "H", "H", "H", "H", "C", "C", "H", "H", "H", "H", "H", "H", "C", "C", "H", "H", "H", "H", "H", "H", "H", "C", "H", "H", "H", "O", "C", "N", "S", "O", "O", "C", "C", "C", "C", "C", "C", "H", "H", "H", "H"], "positions_angstrom": [[0.20419, 0.25951, -0.34780], [-1.62011, 0.02161, 1.69411], [-2.10016, 1.20458, 1.02244], [-2.84729, 0.73854, -0.10826], [-1.85759, 2.98119, 1.58485], [-2.84019, -0.66647, -0.11953], [-2.08996, -1.14588, 0.99511], [-1.84625, -2.94103, 1.49647], [-1.04948, 0.02218, 2.60601], [-3.35054, 1.38909, -0.82025], [-3.33913, -1.30609, -0.84490], [2.36135, -0.09943, -4.84013], [-1.40679, -2.97330, 3.30411], [-3.42869, -3.85214, 1.13396], [-1.56792, 2.95989, 3.41786], [-3.40258, 3.91522, 1.14698], [-4.27346, -3.29801, 1.56290], [-3.38663, -4.84161, 1.60797], [-3.60850, -3.98245, 0.05998], [-0.41360, -2.55048, 3.50234], [-1.41845, -4.01307, 3.65530], [-2.14807, -2.40326, 3.87915], [-4.26617, 3.34543, 1.51351], [-3.52506, 4.08292, 0.07079], [-3.37950, 4.88592, 1.65977], [-2.27336, 2.26893, 3.89612], [-1.74368, 3.96731, 3.81420], [-0.54424, 2.65644, 3.67128], [-0.43411, -3.75021, 0.51306], [-0.37482, 3.77075, 0.67600], [-0.06019, -2.86526, -1.05156], [-0.64566, -4.81898, 0.34035], [0.46909, -3.68730, 1.14161], [0.08460, 2.94431, -0.87503], [0.49567, 3.70500, 1.34485], [-0.56288, 4.84373, 0.49774], [1.67600, 3.67758, -1.51986], [-1.22875, 3.59626, -2.02799], [-1.37310, -3.55467, -2.19926], [1.54806, -3.60021, -1.70600], [2.64856, -2.52852, -1.74316], [1.32611, -3.91213, -2.74334], [2.03041, -4.79160, -0.88760], [2.29060, -4.46057, 0.12513], [2.93876, -5.19401, -1.35532], [1.29165, -5.59873, -0.82901], [2.36171, -1.67698, -2.37130], [3.55935, -2.97218, -2.17338], [2.87646, -2.16692, -0.72719], [-2.32499, -3.32340, -1.68992], [-1.25767, -5.06995, -2.37302], [-1.33778, -2.80825, -3.53870], [-1.40900, -5.62157, -1.43735], [-0.28140, -5.35263, -2.78756], [-2.02663, -5.40744, -3.08042], [-1.48861, -1.72922, -3.40692], [-2.14349, -3.18555, -4.18221], [-0.38573, -2.96243, -4.06458], [-2.17004, 3.34027, -1.51200], [-1.18481, 2.86881, -3.37457], [-1.15346, 5.12059, -2.18837], [-1.31960, 5.66417, -1.24921], [-1.93906, 5.42926, -2.89075], [-0.19001, 5.44299, -2.60757], [-1.34240, 1.78721, -3.26666], [-0.23198, 3.03173, -3.89789], [-1.99138, 3.26884, -4.00305], [2.78847, 2.62110, -1.61855], [2.16227, 4.86371, -0.68696], [1.42041, 4.01500, -2.54211], [2.46553, 4.52867, 0.31680], [1.41044, 5.65801, -0.59415], [3.04635, 5.28335, -1.18599], [3.17024, 2.34630, -0.62112], [3.61453, 3.06266, -2.19387], [2.45451, 1.71829, -2.15136], [0.80733, 0.06443, -5.63891], [-0.13850, 0.09177, -5.18685], [0.86996, 0.95102, -6.30668], [0.80497, -0.63253, -6.45563], [1.65743, -1.98497, 1.41789], [1.89298, -0.95252, 2.09126], [1.60536, 0.29631, 1.60591], [2.38247, 1.52423, 2.42345], [3.57760, 1.89602, 1.67256], [1.45429, 2.54851, 2.76314], [2.67962, 0.46112, 3.77826], [2.95816, 0.86116, 5.10071], [2.89365, -0.12184, 6.09189], [2.63436, -1.45683, 5.78705], [2.38708, -1.86820, 4.44116], [2.42079, -0.83406, 3.46763], [3.14242, 1.90519, 5.30882], [3.05720, 0.15380, 7.15476], [2.59769, -2.22459, 6.53458], [2.20476, -2.85348, 4.13402]], "mulliken_charge": [0.870, -0.796, -0.082, -0.372, -0.088, -0.342, 0.201, -0.130, 0.475, 0.484, 0.454, -0.158, -0.883, -1.096, -1.046, -1.098, 0.334, 0.334, 0.291, -0.009, 0.347, 0.346, 0.343, 0.289, 0.359, 0.345, 0.395, 0.148, -1.150, -1.098, 0.751, 0.833, 0.409, 0.554, 0.348, 0.819, 0.699, 1.233, 1.022, 0.654, -1.091, 0.508, -1.591, 0.186, 0.517, 0.299, -0.016, 0.570, 0.038, -0.376, -1.579, -1.384, 0.312, 0.266, 0.478, 0.128, 0.502, 0.293, -0.477, -1.447, -1.561, 0.324, 0.468, 0.289, 0.169, 0.304, 0.511, -1.309, -1.561, 0.542, 0.250, 0.304, 0.483, 0.189, 0.553, 0.146, -0.792, 0.236, 0.343, 0.386, -0.492, -0.127, -0.055, 1.125, -0.767, -0.727, 0.355, -0.710, -0.569, -0.590, -0.760, 0.025, 0.494, 0.343, 0.417, 0.645]}